1.
C7H14N | the ωB97M-V functional and the def2-TZVPD basis

Values from the calculation:
E_HOMO: -13.10 eV
relative energy (zero: lowest compared OMol25 entry of this formula, charge and spin): 4.188 eV
net charge: +1
Kohn-Sham gap: 6.91 eV

Geometry (Å):
C: 0.4278 -0.8117 0.4098
C: -0.5401 0.7442 -0.6094
C: 0.7642 0.6058 0.0484
C: 1.3427 -1.8834 -0.2994
C: -1.3473 1.8273 0.0393
C: 2.0747 1.2579 0.1541
C: -2.1190 -1.1865 0.2299
N: -0.8800 -0.7287 -0.2861
H: 0.4741 -0.9567 1.4367
H: -0.3252 0.6744 -1.7552
H: 0.9188 -2.9168 -0.0311
H: 2.4292 -1.6137 -0.0960
H: 1.2481 -1.8792 -1.3359
H: -1.9514 1.5868 0.9779
H: -2.1730 2.1909 -0.7261
H: -0.7800 2.7630 0.2520
H: 2.3947 1.3901 1.3098
H: 2.2240 2.1299 -0.4109
H: 2.9486 0.7532 -0.3317
H: -2.6937 -1.4677 -0.5739
H: -1.8024 -1.9743 0.8205
H: -2.6346 -0.5047 0.7772

Force components x, y, z for each atom (eV/Å):
-0.1733 0.3669 -2.9229
0.3800 -2.1323 -0.6768
1.4257 -2.4757 -0.4331
0.6710 -0.2712 2.1434
-3.3688 2.6205 -1.0054
1.0313 -0.3433 1.9101
2.0222 0.0528 -0.6503
2.4914 2.7638 -0.4964
-0.2808 -0.5266 2.2900
-0.5033 1.1791 1.5326
1.2222 1.5047 0.2038
-1.2872 -1.1483 0.2698
-0.4726 0.6029 -1.8846
1.2409 -0.2439 -1.2254
1.5449 -0.7819 1.5199
-0.1324 -0.8347 -0.1793
-0.8107 -0.2901 -2.5816
-0.7455 1.9829 -0.1584
-0.8731 -1.0207 0.7223
-1.5696 -1.0847 -1.6540
-0.2837 -2.0328 1.3138
-1.5286 2.1126 1.9624

Atom charges from the natural (NBO) analysis, given in e for atoms 1 to 5: C -0.19; C -0.19; C 0.59; C -0.57; C -0.67

---

2.
CH2N2O3S | the ωB97M-V functional and the def2-TZVPD basis

Values from the calculation:
E_HOMO (spin up / spin down): -10.72 / -10.35 eV
relative energy (zero: lowest compared OMol25 entry of this formula, charge and spin): 5.216 eV
Kohn-Sham gap (spin up / spin down): 7.39 / 8.42 eV

Geometry (Å):
C: -1.3271 -0.6723 0.3221
N: -1.3774 -1.8644 0.5327
N: -0.8038 0.0230 -0.8629
O: 2.8891 0.2741 -0.4284
O: 0.9757 1.2692 0.8725
O: 0.4032 -0.3544 -1.1646
S: 1.5918 0.1309 0.2165
H: -1.5426 0.1251 0.9949
H: -0.8091 1.0687 -0.4828

Force components x, y, z for each atom (eV/Å):
0.0579 0.8862 -1.0167
-0.0485 -1.3524 0.2492
-0.8407 2.6160 1.7986
-1.4862 0.0113 0.5767
0.0585 -0.2139 -0.5453
0.7051 -0.0623 -0.8876
2.1039 0.0573 0.2359
-0.7844 0.2294 1.2241
0.2343 -2.1716 -1.6349

Atom charges from the natural (NBO) analysis, given in e for atoms 1 to 5: C 0.03; N -0.12; N -0.20; O -0.82; O -0.90

---

3.
C19H14BrIrN6O7 | the ωB97M-V functional and the def2-TZVPD basis

Values from the calculation:
E_HOMO (spin up / spin down): -6.22 / -6.20 eV
relative energy (zero: lowest compared OMol25 entry of this formula, charge and spin): 1.070 eV
net charge: -1
Kohn-Sham gap (spin up / spin down): 8.36 / 7.22 eV
spin multiplicity: 2

Geometry (Å):
Ir: 0.1692 0.2577 -0.2850
N: 1.6966 1.5538 1.0551
C: 1.8732 0.8439 2.3128
C: 0.5530 0.2498 2.7463
O: 0.3582 -0.0703 3.9159
N: -0.3301 0.1536 1.7456
C: -1.6310 -0.3967 2.0302
C: -2.2069 -0.9707 0.7511
O: -3.0505 -1.8373 0.7558
O: -1.7780 -0.3619 -0.3334
H: 2.5357 1.5380 0.4885
H: 1.3645 2.5038 1.1757
H: 2.2500 1.4777 3.1159
H: 2.5729 0.0206 2.1582
H: -2.3393 0.4002 2.2975
H: -1.6177 -1.1383 2.8236
O: 3.7496 -0.1857 -2.4549
C: 2.6157 -0.0764 -2.0309
O: 2.2742 0.0317 -0.7883
C: 1.4439 -0.0524 -2.9728
C: 1.5881 -0.1390 -4.3429
C: 0.4507 -0.0762 -5.1285
C: -0.7873 0.0661 -4.5166
C: -0.8494 0.1385 -3.1394
N: 0.2540 0.0824 -2.4006
H: 2.5842 -0.2528 -4.7448
H: 0.5232 -0.1374 -6.2067
H: -1.6966 0.1165 -5.0978
H: -1.7829 0.2245 -2.6001
Br: -0.2243 -8.3867 1.5644
C: -0.0956 -6.6499 0.7950
C: 0.2237 -6.5327 -0.5469
C: 0.3307 -5.2645 -1.0974
C: 0.1306 -4.1361 -0.3140
C: -0.2011 -4.2780 1.0274
C: -0.3201 -5.5404 1.5906
C: 0.2757 -2.7696 -0.9545
O: 0.3231 -2.6864 -2.1720
O: 0.3432 -1.8272 -0.0746
H: 0.3816 -7.4158 -1.1504
H: 0.5699 -5.1321 -2.1438
H: -0.3746 -3.3954 1.6262
H: -0.5841 -5.6598 2.6321
N: -0.5697 2.1091 -0.7758
C: -0.4928 3.1658 -0.2473
N: -0.3000 4.3170 0.1941
C: -0.8541 5.0490 1.1312
N: -1.2500 5.7591 1.9534

Force components x, y, z for each atom (eV/Å):
-1.9892 -2.9763 -0.6430
0.1571 0.3378 -0.1729
0.0645 -0.1228 0.0153
-0.2754 0.0449 0.1140
-0.0117 -0.0137 -0.0290
0.5791 0.2350 -0.4891
-0.1706 0.0659 -0.4878
-0.1283 -0.3471 0.8420
0.0335 0.2227 -0.3297
1.0305 0.8941 -0.8743
-0.0548 0.0495 -0.0449
0.0019 -0.0233 0.1151
0.0082 -0.0007 -0.0066
0.0343 0.0550 -0.0464
0.0748 -0.0583 0.2550
0.0667 -0.0194 0.0352
-0.0394 0.0404 0.0143
-0.0247 -0.1505 0.0487
-0.0476 0.1707 0.0341
0.0815 0.0492 -0.1436
-0.0379 -0.0271 -0.0011
-0.0305 -0.0079 0.0369
0.1159 -0.0576 -0.0752
-0.2028 -0.0437 0.0126
-0.0306 0.4308 0.5870
0.0038 0.0070 -0.0023
0.0043 -0.0026 -0.0002
-0.0206 -0.0110 0.0275
0.0379 0.0312 0.0154
-0.0165 0.0151 -0.0070
0.0013 -0.0365 0.0043
-0.0022 0.0275 -0.0233
-0.0195 -0.0443 0.0248
0.0155 0.1220 0.0322
0.0017 -0.0542 -0.0087
-0.0040 0.0134 0.0017
-0.0274 -0.2343 -0.1318
0.0597 0.2387 0.0270
0.4232 0.8302 0.7446
0.0148 -0.0046 0.0107
0.0045 0.0130 -0.0023
0.0256 0.0088 0.0091
0.0051 0.0066 0.0016
0.3470 0.4594 0.6552
-0.3433 -0.4268 0.0194
0.5852 0.4827 -0.3224
-0.2657 -0.2224 0.2094
-0.0346 0.0336 -0.0515

Atom charges from the natural (NBO) analysis, given in e for atoms 1 to 5: Ir 1.56; N -0.73; C -0.32; C 0.64; O -0.67

---

4.
CH6O4Si | the ωB97M-V functional and the def2-TZVPD basis

Values from the calculation:
E_HOMO: -11.21 eV
relative energy (zero: lowest compared OMol25 entry of this formula, charge and spin): 0.316 eV
Kohn-Sham gap: 11.76 eV

Geometry (Å):
O: -0.6859 0.3484 -1.8841
C: -0.8849 -0.8225 -1.7362
O: -0.4935 -1.5290 -0.6801
O: -1.5272 -1.5724 -2.6209
H: -0.0091 -0.9427 -0.0461
H: -1.5892 -2.4874 -2.3129
O: 0.6760 0.5272 0.5267
Si: 0.9570 1.2434 1.9655
H: 0.4738 1.0112 -0.2786
H: 0.2827 2.5347 2.0269
H: 2.3952 1.4180 2.1395
H: 0.4052 0.2712 2.9003

Force components x, y, z for each atom (eV/Å):
0.0304 0.6595 -0.3388
0.2767 -0.2818 0.6198
0.0538 -0.4625 0.2854
-0.2952 -0.1447 -0.4396
-0.1786 0.0729 -0.3208
0.0981 0.1553 0.1015
-0.0083 -0.4554 -0.5654
0.0686 -0.0031 0.2163
-0.1671 0.1002 -0.3334
-0.1598 0.3137 0.1133
0.3039 0.0894 0.1986
-0.0227 -0.0435 0.4632

Atom charges from the natural (NBO) analysis, given in e for atoms 1 to 5: O -0.65; C 0.99; O -0.72; O -0.67; H 0.53